Record 1
Formula: C17H30IrN2Si2
Source: OMol25
Level of theory: ωB97M-V/def2-TZVPD

Output
* HOMO level (alpha / beta): -9.9559 / -9.9693 eV
* lowest unoccupied orbital energy (alpha / beta): -3.7 / -3.7 eV
* charge: +1
* DFT total energy: -1458.346757 Ha
* gap between HOMO and LUMO (alpha / beta): 6.21 / 6.23 eV

Each line ends with the Mulliken charge.
CARTESIAN COORDINATES (ANGSTROEM)
Ir 0.25839 -0.22932 0.46817  -0.085
C -0.78772 0.99649 1.87835  -0.313
C 0.58281 1.38875 2.13019  -1.130
C 0.85944 2.49241 1.33169  -0.725
C -0.30454 2.78439 0.53672  -0.821
C -1.30641 1.89628 0.86858  -0.417
H -1.37256 0.38540 2.54581  0.748
H 1.16770 1.04458 2.96967  0.537
H 1.79688 3.03458 1.30453  0.644
H -0.39669 3.58953 -0.18067  0.606
H -2.30678 1.87771 0.46520  0.431
C -2.26305 -0.73820 -1.80888  -1.106
Si -1.76864 -1.22347 -0.07291  0.901
C -3.17465 -0.84044 1.09324  -1.340
C -1.62740 -3.07583 0.02029  0.551
C -2.71259 -3.93363 -0.22214  -0.655
C -2.58975 -5.30314 -0.06452  -0.712
C -1.37493 -5.84643 0.34496  -0.648
C -0.29872 -5.01117 0.58682  -0.747
C -0.41275 -3.62380 0.41881  0.519
Si 0.97951 -2.43240 0.64175  0.525
C 2.06026 -2.72884 -0.88169  -1.329
C 1.98228 -2.83413 2.14495  -1.126
H -3.21552 -1.23514 -2.02197  0.402
H -1.53634 -1.07234 -2.55551  0.242
H -2.41650 0.34005 -1.92316  0.266
H -4.08619 -1.31708 0.71826  0.443
H -3.38727 0.22380 1.20264  0.359
H -2.96488 -1.25212 2.08217  0.337
H -3.67601 -3.52760 -0.51934  0.302
H -3.43902 -5.95015 -0.24586  0.407
H -1.27596 -6.91669 0.47580  0.411
H 0.64241 -5.45030 0.90550  0.323
H 2.17080 -3.81547 -0.95215  0.501
H 3.07325 -2.31549 -0.84709  0.465
H 1.57007 -2.40276 -1.80322  0.240
H 2.32173 -3.87078 2.04954  0.370
H 1.39981 -2.74380 3.06321  0.314
H 2.86862 -2.20157 2.25006  0.340
N 0.97614 1.45934 -3.65502  -0.208
C 1.26488 1.51084 -2.16724  0.107
C 2.42275 0.58496 -1.83267  -0.819
N 2.43933 0.30961 -0.39472  -0.596
H 0.18996 2.06501 -3.89454  0.388
H 0.72817 0.50950 -3.94215  0.353
H 1.77402 1.75210 -4.22173  0.358
H 0.35179 1.18076 -1.66537  -0.256
H 1.44891 2.55427 -1.92176  0.276
H 3.36772 0.99486 -2.20260  0.442
H 2.25776 -0.37350 -2.32829  0.459
H 2.70415 1.10319 0.17656  0.275
H 3.07363 -0.44963 -0.17784  0.190

***

Record 2
Formula: C42H42BMgN10O3S
Source: OMol25
Level of theory: ωB97M-V/def2-TZVPD

Output
* HOMO level (alpha / beta): -8.1719 / -8.1791 eV
* lowest unoccupied orbital energy (alpha / beta): 0.3 / -0.7 eV
* DFT total energy: -3022.332753 Ha
* gap between HOMO and LUMO (alpha / beta): 8.46 / 7.47 eV
* multiplicity: 2

Each line ends with the Mulliken charge.
CARTESIAN COORDINATES (ANGSTROEM)
Mg -0.12967 0.53211 0.30237  3.564
C 3.90376 1.26899 -1.15080  -1.805
C 2.58439 0.84337 -1.32117  -0.610
N 1.93994 0.82724 -0.16987  0.504
N 2.82657 1.22768 0.77337  0.438
C 4.01013 1.50294 0.20440  -0.100
B 2.32883 1.22592 2.23094  -0.207
N 1.78913 -0.21736 2.52302  0.299
C 2.39175 -1.27417 3.08814  -0.044
C 1.51226 -2.33762 3.08442  -1.775
C 0.37377 -1.82753 2.45989  -0.550
N 0.54619 -0.55804 2.11632  0.411
N 1.17048 2.24597 2.39104  0.403
C 1.09701 3.29085 3.23345  -0.036
C -0.08740 3.95492 2.99982  -1.527
C -0.68598 3.22836 1.96528  -0.577
N 0.07553 2.21061 1.60565  -0.045
N 3.40409 1.58222 3.24418  0.250
C 3.43127 1.28554 4.56652  -0.260
C 4.41655 2.03929 5.15305  -0.975
C 4.93930 2.79956 4.09198  -0.359
N 4.32322 2.53400 2.95611  -1.102
H 4.66660 1.38711 -1.89861  0.529
H 2.07121 0.53973 -2.21909  0.406
H 4.82758 1.86038 0.80322  0.541
H 3.40366 -1.20576 3.44783  0.701
H 1.67754 -3.32661 3.47072  0.464
H -0.56225 -2.31507 2.23352  0.691
H 1.89779 3.49940 3.92198  0.397
H -0.45300 4.83705 3.49263  0.450
H -1.61790 3.39918 1.44853  0.567
H 2.73472 0.59009 5.00007  0.543
H 4.71177 2.04035 6.18626  0.432
H 5.73531 3.52547 4.10978  0.461
N 0.90018 3.71613 -1.59366  -0.315
C 0.46535 3.42531 -2.95151  -0.741
C -0.95840 2.88238 -3.04785  -1.037
C -1.29067 1.59706 -2.30234  0.390
O -1.86182 0.68328 -2.91564  -0.816
O -1.03842 1.58660 -1.05858  -0.237
H 0.26348 4.34725 -1.12338  0.181
H 1.82235 4.13549 -1.59338  0.217
H 1.16074 2.69287 -3.37377  0.270
H 0.50472 4.29890 -3.61983  0.456
H -1.18908 2.71655 -4.10142  0.375
H -1.66441 3.64170 -2.68821  0.164
O 0.04146 -1.22220 -0.86715  -0.836
S -0.86383 -2.41891 -1.00295  0.449
C 0.25555 -3.86206 -0.91835  -1.450
C 1.69246 -3.60971 -1.29009  -0.083
C 2.27541 -4.27653 -2.36001  -0.283
C 3.60416 -4.05518 -2.68752  -0.757
C 4.36194 -3.15908 -1.94914  -0.631
C 3.79026 -2.50008 -0.86964  -0.611
C 2.46629 -2.73115 -0.53501  0.666
C -1.44464 -2.38923 -2.70727  -0.914
C -0.41615 -2.53939 -3.78432  0.230
C -0.40592 -3.67941 -4.58026  -0.457
C 0.53633 -3.82859 -5.58872  -0.663
C 1.48062 -2.83634 -5.79951  -0.486
C 1.46731 -1.69114 -5.01339  -0.772
C 0.51851 -1.53406 -4.01811  0.633
H -0.19849 -4.64616 -1.52594  0.619
H 0.18468 -4.16246 0.12884  0.560
H 1.68525 -4.96385 -2.95069  0.398
H 4.04117 -4.57576 -3.52956  0.400
H 5.39545 -2.97581 -2.21197  0.423
H 4.37013 -1.79231 -0.29159  0.452
H 2.02619 -2.20825 0.30182  0.101
H -1.92454 -1.40401 -2.75007  -0.037
H -2.20716 -3.16982 -2.75934  0.721
H -1.14708 -4.45356 -4.41629  0.383
H 0.52984 -4.71621 -6.20770  0.377
H 2.21998 -2.94897 -6.58143  0.416
H 2.19880 -0.91196 -5.18259  0.443
H 0.47635 -0.63518 -3.42000  0.133
N -2.15326 -0.04279 0.92470  -0.184
C -3.32340 0.23564 1.24967  -0.674
C -4.06130 1.33328 0.56304  0.579
C -4.03783 1.42130 -0.82209  -0.044
C -4.70017 2.46906 -1.44431  -0.627
C -5.37056 3.41933 -0.68788  -0.563
C -5.38447 3.32824 0.69806  -0.772
C -4.73572 2.27853 1.32900  -0.432
C -3.96207 -0.53623 2.35846  0.202
C -3.19063 -0.93434 3.44594  -0.278
C -3.76981 -1.67455 4.46438  -0.831
C -5.11351 -2.01732 4.39513  -0.403
C -5.88247 -1.61022 3.31375  -0.771
C -5.31149 -0.86126 2.29674  -0.299
H -3.46166 0.71396 -1.40093  0.598
H -4.67270 2.54663 -2.52264  0.516
H -5.87823 4.23923 -1.17798  0.410
H -5.90056 4.07419 1.28813  0.426
H -4.74507 2.19677 2.40842  0.541
H -2.14735 -0.64866 3.48935  0.477
H -3.17303 -1.97767 5.31408  0.432
H -5.56613 -2.59270 5.19149  0.393
H -6.93055 -1.87246 3.26279  0.405
H -5.90651 -0.53027 1.45527  0.488

***

Record 3
Formula: C30H52ClN3O8PS3
Source: OMol25
Level of theory: ωB97M-V/def2-TZVPD

Output
* HOMO level: -10.3653 eV
* lowest unoccupied orbital energy: -3.1 eV
* charge: +1
* DFT total energy: -3936.044507 Ha
* gap between HOMO and LUMO: 7.30 eV

Each line ends with the Mulliken charge.
CARTESIAN COORDINATES (ANGSTROEM)
C 3.32680 4.50908 0.14475  -1.001
C 3.41859 3.09542 -0.61992  -0.180
O 2.48970 2.16994 0.01456  -0.278
C 1.35281 1.89146 -0.85233  -0.541
C 1.25938 0.37399 -1.48058  -0.512
C 2.18881 -0.66770 -0.70708  -0.706
C 3.71475 -0.44967 -1.24144  -0.165
C 4.65502 -1.72259 -0.83529  -0.655
S 4.37944 -2.31572 0.89677  -0.149
C 4.45658 -4.17792 0.74679  0.094
S 5.46969 -4.93492 -0.36781  -0.177
N 3.59581 -4.92062 1.68761  0.021
C 3.53807 -6.37634 1.37029  -0.662
C 2.48963 -7.11840 2.36785  -0.458
O 2.18745 -6.30129 3.54291  -0.418
C 3.48908 -5.90311 4.04416  -0.485
C 4.18439 -4.82513 3.06294  -0.429
C -0.35617 0.11227 -1.58893  0.876
C -0.59152 -1.46474 -1.72877  -1.915
C -0.13819 -2.26382 -3.00877  -0.997
C 1.15646 -1.89143 -3.82891  -0.477
O 2.40258 -2.46382 -3.29691  -0.468
C -0.82211 0.64009 -3.04687  0.127
C -2.13602 0.14979 -3.77051  -0.338
C -2.57049 0.71535 -5.14835  -0.668
C -1.60270 1.78859 -5.72730  -0.310
N -0.39537 2.24876 -5.15588  -0.635
C -0.04960 1.69895 -3.89676  0.379
N -0.93862 0.79489 -0.33603  1.108
C -2.15615 1.65029 -0.43765  0.919
Cl -3.71624 0.79824 -1.00657  -0.071
C -2.09505 2.99171 -1.32185  -0.129
C -3.13248 4.10464 -0.72263  -1.064
P -1.29311 -0.29765 1.07282  0.875
O -1.64614 0.44792 2.36525  -0.744
O -2.49802 -1.44357 0.79181  -0.571
O 0.04852 -1.27100 1.53183  -0.396
C 0.20881 1.59025 0.29019  -0.775
C -0.02429 2.90378 1.16057  -1.157
H 2.59082 4.49039 1.03400  0.209
H 4.33863 4.82699 0.59975  0.327
H 3.06400 5.32032 -0.62290  0.287
H 3.29921 3.16404 -1.75177  0.315
H 4.47859 2.68298 -0.41557  0.300
H 0.96045 2.75647 -1.47785  0.653
H 1.84266 0.51931 -2.44876  0.661
H 1.96896 -1.76901 -0.88326  0.460
H 2.26149 -0.51882 0.42426  0.401
H 3.77441 -0.39554 -2.38368  0.174
H 4.21978 0.45778 -0.75988  0.036
H 5.73778 -1.42767 -1.04605  0.412
H 4.38678 -2.54654 -1.59271  0.292
H 4.55540 -6.87868 1.52114  0.374
H 3.14663 -6.50742 0.30510  0.393
H 2.99603 -8.07740 2.73863  0.298
H 1.52779 -7.37712 1.79581  0.312
H 4.16460 -6.82119 4.17370  0.267
H 3.32842 -5.46408 5.08878  0.308
H 4.04401 -3.77859 3.49871  0.303
H 5.30353 -5.09421 2.99239  0.337
H -0.18242 -2.06946 -0.82725  0.552
H -1.74125 -1.60565 -1.64474  0.580
H -0.00205 -3.37235 -2.69419  0.484
H -1.01114 -2.32404 -3.76645  0.411
H 1.29373 -0.76941 -4.07464  0.258
H 1.04642 -2.38768 -4.87140  0.433
H 3.04860 -2.56986 -4.03058  0.311
H -2.80494 -0.62937 -3.25610  0.361
H -3.53617 0.38119 -5.66922  0.349
H -1.90514 2.23045 -6.74753  0.352
H 0.94785 2.10055 -3.47984  0.139
H -2.51855 2.03599 0.59001  -0.476
H -2.50433 2.75130 -2.37382  0.328
H -1.07615 3.49498 -1.37800  -0.051
H -4.16637 3.59019 -0.70763  0.268
H -3.22848 4.97577 -1.47134  0.437
H -2.86518 4.44490 0.33113  0.195
H -3.20804 -1.24079 1.44521  0.357
H 0.23835 -1.12493 2.49053  0.302
H 0.89916 1.02041 1.02465  0.656
H -0.07781 3.85268 0.50385  0.318
H -0.95601 2.89688 1.82871  0.009
H 0.86593 3.07116 1.87220  0.287
C -5.68598 2.62128 4.69223  -0.757
C -4.51378 1.98660 3.94078  -0.633
C -4.94585 1.81004 2.48418  1.230
S -6.15418 3.08795 2.16045  1.081
O -7.43083 2.46242 1.91078  -0.669
O -5.58083 4.06167 1.25744  -0.634
C -6.16996 3.76546 3.81077  -0.706
H -5.38934 2.97501 5.68147  0.372
H -6.48480 1.88400 4.82187  0.326
H -3.64614 2.65265 3.98982  0.237
H -4.21892 1.03245 4.38273  0.381
H -4.10660 1.92602 1.79876  -1.193
H -5.42591 0.84270 2.32450  0.364
H -7.17343 4.10751 4.06239  0.432
H -5.46953 4.60333 3.83444  0.324

***

The records above yield ΔE to the lowest compared entry with this formula, charge and spin values of 302.6 0.0 832.8 kJ/mol, respectively.